(1)
{
  "formula": "C30H54O24",
  "method": "ωB97M-V/def2-TZVPD",
  "symbols": ["C", "O", "C", "O", "O", "C", "H", "H", "H", "H", "H", "H", "C", "O", "C", "O", "O", "C", "H", "H", "H", "H", "H", "H", "C", "O", "C", "O", "O", "C", "H", "H", "H", "H", "H", "H", "C", "O", "C", "O", "O", "C", "H", "H", "H", "H", "H", "H", "C", "O", "C", "O", "O", "C", "H", "H", "H", "H", "H", "H", "C", "O", "C", "O", "O", "C", "H", "H", "H", "H", "H", "H", "O", "C", "O", "C", "C", "C", "H", "H", "H", "H", "H", "H", "O", "C", "O", "C", "C", "C", "H", "H", "H", "H", "H", "H", "O", "C", "O", "C", "C", "C", "H", "H", "H", "H", "H", "H"],
  "coordinates": [[1.538397, -0.541641, 5.431997], [0.149995, -0.850491, 5.601630], [-0.636554, -0.153161, 4.748442], [-0.287179, 0.541158, 3.832653], [-1.917011, -0.544950, 5.066916], [-3.031295, 0.180914, 4.569110], [1.735605, -0.455591, 4.384519], [2.081808, -1.317609, 6.043613], [1.739705, 0.464300, 5.845267], [-3.667164, -0.579499, 3.976573], [-2.794962, 0.943409, 3.859316], [-3.651137, 0.500137, 5.413157], [0.173010, -4.017638, 3.758193], [-0.337069, -4.977923, 2.787485], [0.502339, -5.347948, 1.826212], [1.631390, -4.969139, 1.673346], [-0.198377, -6.376148, 1.192884], [0.555005, -6.877940, 0.060507], [-0.741347, -3.505247, 4.185239], [0.903923, -3.450434, 3.217971], [0.647019, -4.646125, 4.487088], [-0.123477, -7.543512, -0.557152], [1.499862, -7.373059, 0.452926], [0.977909, -6.028581, -0.509212], [-2.358980, -1.485441, -4.103184], [-2.580344, -2.843507, -3.552024], [-2.407416, -2.959816, -2.249973], [-2.247854, -2.042305, -1.462445], [-2.440655, -4.257020, -1.946309], [-2.103873, -4.517174, -0.559413], [-1.265914, -1.268154, -4.062675], [-2.968932, -0.795027, -3.517700], [-2.799021, -1.462679, -5.110933], [-2.968790, -4.453407, 0.080844], [-1.269238, -3.892771, -0.232327], [-1.781269, -5.568336, -0.654946], [-0.096738, -5.506864, -4.869731], [0.651190, -5.286180, -3.704135], [0.789414, -4.015540, -3.311607], [0.459777, -3.030673, -3.896118], [1.179452, -4.113395, -2.071290], [1.373553, -2.866075, -1.365459], [0.581611, -5.577717, -5.780328], [-0.821646, -4.675827, -4.839683], [-0.599437, -6.406448, -4.742814], [0.394494, -2.373808, -1.301178], [2.092466, -2.189503, -1.799008], [1.679686, -3.029271, -0.318405], [2.182194, 1.267110, -2.412121], [3.372208, 1.720078, -3.098513], [3.177691, 1.749763, -4.397662], [2.129016, 1.575436, -4.980661], [4.306730, 1.958418, -5.104350], [4.198188, 1.759102, -6.517857], [1.350363, 1.923868, -2.589707], [2.600714, 1.124335, -1.451521], [1.922097, 0.369679, -2.961337], [3.530730, 2.559762, -6.906862], [3.845398, 0.758090, -6.743989], [5.198825, 1.929098, -6.890900], [-0.684310, 4.191310, 3.297272], [-2.054040, 3.988194, 3.380722], [-2.765982, 4.255656, 2.225972], [-2.276734, 4.807731, 1.285175], [-3.965898, 3.750447, 2.416264], [-4.967794, 4.246295, 1.489409], [-0.378455, 5.005305, 2.646875], [-0.264709, 3.338594, 2.680555], [-0.249930, 4.242652, 4.264866], [-5.288124, 3.482316, 0.749312], [-4.726168, 5.159352, 0.921766], [-5.787556, 4.403607, 2.174563], [-3.727529, 3.334789, -1.037048], [-2.729442, 3.821359, -1.408397], [-2.647797, 5.169922, -1.771930], [-1.298042, 5.393878, -2.226268], [-0.576166, 4.048196, -2.496668], [-1.416520, 3.166004, -1.632725], [-0.739157, 5.921549, -1.415999], [-1.502394, 6.022252, -3.088813], [0.447936, 4.055830, -2.300480], [-0.630057, 3.771668, -3.528912], [-0.860587, 3.140166, -0.672621], [-1.593733, 2.130830, -2.029868], [2.385611, 4.031803, -0.141828], [2.900944, 3.627826, 0.834205], [2.216524, 3.105556, 1.856398], [2.945817, 2.249812, 2.716329], [4.364324, 2.921724, 2.611446], [4.379036, 3.366377, 1.142159], [2.867198, 1.268357, 2.330873], [2.525281, 2.372150, 3.704594], [5.181788, 2.256484, 2.943159], [4.431365, 3.789276, 3.296466], [4.562970, 2.554609, 0.387858], [4.987955, 4.160776, 0.805715], [1.952147, -0.401694, 0.742425], [0.757492, -0.435796, 0.840714], [0.101965, -1.589691, 1.181256], [-1.241843, -1.317490, 1.402636], [-1.627333, 0.010924, 0.770502], [-0.201493, 0.636496, 0.710827], [-1.454221, -1.303607, 2.475776], [-1.823957, -2.107000, 0.872113], [-2.307921, 0.482299, 1.494409], [-2.133840, -0.130688, -0.147033], [-0.104671, 1.289995, 1.558397], [-0.038028, 1.162521, -0.234780]],
  "forces_ev_per_a": [[0.253, 0.064, 1.558], [-0.371, 0.945, -0.700], [-1.432, -1.688, 0.678], [-0.138, 0.208, 0.516], [1.630, 0.737, -0.038], [-1.751, -2.134, -1.030], [0.628, -0.572, -0.603], [-0.391, 0.854, -1.123], [-0.056, -0.461, 0.077], [0.866, 1.064, 0.909], [0.463, 0.796, -0.047], [0.384, 0.249, -0.214], [-1.445, -0.847, -0.478], [-0.374, 0.722, 0.134], [-1.412, -1.723, 0.864], [-0.443, -0.230, -0.670], [1.830, 1.298, -0.530], [1.063, -0.302, 0.001], [1.373, -0.323, -0.623], [0.184, 0.989, 0.211], [0.337, 0.128, 0.773], [0.981, 0.826, 0.925], [-1.376, -0.030, -0.523], [-0.690, -0.435, -0.102], [-0.231, -0.498, 0.506], [0.132, 0.973, -0.962], [-0.047, 0.583, 0.112], [0.002, -0.711, -0.530], [0.133, 0.808, 0.623], [0.661, -1.525, -1.045], [-0.992, -0.092, -0.160], [0.423, 0.079, 0.157], [0.573, -0.438, 0.290], [-0.233, 0.262, 0.173], [-0.250, -0.077, -0.019], [-0.108, 0.534, 0.631], [0.699, 2.057, -1.193], [0.962, -0.381, 0.210], [-1.051, -1.356, 0.322], [0.143, 0.847, -0.714], [1.512, 0.928, 1.862], [-0.953, 0.270, 0.957], [-1.023, 0.442, 0.997], [0.101, -0.442, -1.144], [-0.834, -1.715, 0.207], [0.263, 0.080, -0.208], [0.233, -0.090, -0.599], [-0.042, -0.639, -0.664], [0.833, -0.507, -1.576], [0.245, 0.615, -0.575], [0.032, -0.039, -2.286], [-0.241, -0.034, 0.706], [0.413, -0.222, 1.344], [-0.532, 1.261, 0.197], [-0.144, 0.661, 0.584], [-0.659, -0.222, 1.296], [-0.293, -0.631, 0.636], [0.282, -0.848, -0.068], [-0.144, 0.044, -0.089], [0.161, -0.117, -0.093], [1.524, -1.422, -2.724], [-1.905, 0.326, -0.468], [1.797, -0.715, 1.838], [-0.457, 0.172, -0.456], [-0.125, 0.707, -1.160], [-1.162, -0.602, -0.283], [-0.354, 0.708, 0.397], [-0.063, 0.487, 1.129], [0.176, 0.002, 0.781], [0.651, 0.324, 0.631], [0.421, -0.431, 0.598], [-0.476, 0.381, -0.145], [-1.857, -0.943, 0.666], [1.051, 2.311, -0.992], [0.554, -2.262, 0.475], [0.483, 1.124, 0.366], [-2.362, 0.996, -1.021], [1.105, -1.903, 0.650], [-0.511, -0.058, -0.676], [0.893, 0.167, -0.136], [1.563, 0.245, 0.921], [-0.410, -0.122, -0.827], [-0.755, -0.386, -0.111], [0.274, 0.862, 0.572], [-0.836, 1.116, -1.485], [1.798, -1.414, 1.650], [-2.473, 0.116, -0.024], [1.681, 2.532, 0.143], [0.334, -0.668, 0.338], [-1.011, -1.390, -0.797], [0.173, -1.195, -0.211], [-0.139, -0.291, 0.197], [-0.339, 0.142, -0.513], [-0.312, -0.279, -0.454], [0.254, 0.195, 0.932], [0.716, 1.021, 0.122], [0.228, -0.017, -0.215], [0.505, -1.743, 0.752], [1.705, 0.399, -0.208], [-2.663, -1.382, -0.474], [1.303, 0.105, 1.814], [-2.363, 1.548, -1.219], [0.109, -0.253, -0.121], [0.363, 0.336, 0.855], [0.323, 0.401, -0.489], [-0.168, 0.024, -1.030], [0.422, 0.567, 0.183], [0.196, 0.168, 0.381]],
  "smiles": "COC(=O)OC.COC(=O)OC.COC(=O)OC.COC(=O)OC.COC(=O)OC.COC(=O)OC.O=C1CCCO1.O=C1CCCO1.O=C1CCCO1",
  "lumo_energy_ha": 0.0196,
  "multiplicity": 1
}



(2)
{
  "formula": "C30H54P2Tl",
  "method": "ωB97M-V/def2-TZVPD",
  "symbols": ["Tl", "C", "C", "C", "C", "C", "C", "H", "H", "H", "C", "H", "H", "H", "C", "H", "H", "H", "C", "H", "H", "H", "C", "H", "H", "H", "C", "C", "C", "C", "C", "C", "C", "C", "H", "H", "H", "H", "H", "H", "H", "H", "H", "H", "H", "H", "P", "C", "H", "H", "H", "C", "H", "H", "H", "C", "H", "H", "H", "P", "C", "H", "H", "H", "C", "H", "H", "H", "C", "H", "H", "H", "C", "C", "C", "C", "C", "C", "H", "H", "H", "H", "H", "H", "H", "H", "H"],
  "coordinates": [[-0.296287, -0.248172, -2.006862], [-2.752352, 1.965471, 0.160909], [-3.202660, 1.102405, -0.871394], [-2.812613, -0.172029, 1.009961], [-2.544877, 1.182293, 1.333678], [-3.232764, -0.226140, -0.350383], [-2.570870, 3.428500, 0.021788], [-2.040083, 3.676274, -0.910752], [-2.006147, 3.845226, 0.866213], [-3.536441, 3.958300, -0.018178], [-2.080926, 1.658670, 2.654865], [-2.185173, 2.745076, 2.752456], [-1.026142, 1.396275, 2.841385], [-2.668122, 1.196286, 3.460289], [-2.670548, -1.302444, 1.951015], [-3.283219, -1.164079, 2.856057], [-1.622092, -1.404780, 2.284835], [-2.961662, -2.256951, 1.490442], [-3.628121, -1.434310, -1.111695], [-4.700728, -1.399820, -1.376465], [-3.470794, -2.354086, -0.528764], [-3.077447, -1.533528, -2.067439], [-3.550691, 1.514837, -2.252576], [-4.370670, 2.246829, -2.236651], [-3.884942, 0.662716, -2.856568], [-2.702803, 1.999840, -2.768932], [1.632998, 0.836301, -3.522455], [0.517514, 1.601913, -3.727052], [-0.218560, 1.638966, -5.048223], [-1.295911, 0.539848, -5.289543], [-1.205010, -0.715328, -4.470541], [-0.064877, -1.463734, -4.393291], [1.190452, -1.147010, -5.161552], [2.175872, -0.100922, -4.556223], [0.505199, 1.616094, -5.884919], [-1.266997, 0.297176, -6.367876], [-0.718964, 2.625600, -5.119445], [2.589633, 0.477225, -5.401814], [2.290629, 1.021341, -2.667512], [0.202409, 2.366330, -3.004356], [3.033279, -0.646723, -4.130159], [1.752523, -2.096344, -5.263416], [-0.083586, -2.449986, -3.905920], [0.945597, -0.840680, -6.195666], [-2.285524, 0.994210, -5.117296], [-2.158962, -1.103009, -4.086529], [2.161279, 2.201607, 1.593940], [2.172770, 3.682624, 2.622323], [3.155502, 4.165851, 2.536141], [2.028209, 3.346148, 3.656991], [1.369581, 4.377288, 2.341822], [3.891948, 1.865168, 1.282130], [4.485784, 2.669162, 1.732981], [4.114661, 1.805188, 0.210298], [4.150107, 0.917389, 1.765471], [1.229411, 2.485856, 0.076680], [1.467321, 1.729748, -0.688974], [1.484288, 3.482927, -0.337409], [0.151035, 2.468860, 0.281712], [1.096113, -2.857966, -0.164442], [-0.079603, -4.113005, -0.830684], [0.428236, -5.068829, -1.017532], [-0.518981, -3.740465, -1.770018], [-0.897171, -4.250809, -0.110210], [2.574337, -3.185083, -1.210924], [2.368185, -2.881373, -2.248612], [2.859895, -4.245023, -1.172841], [3.400995, -2.559893, -0.838811], [1.607631, -3.650422, 1.405188], [2.004194, -4.663107, 1.250440], [0.746598, -3.689905, 2.089705], [2.363605, -3.019007, 1.893226], [1.443063, 0.378836, 5.906490], [1.018361, -0.573099, 4.773312], [1.972077, -1.772662, 4.755199], [-0.418965, -1.050932, 5.024551], [1.118022, 0.169660, 3.478056], [1.433046, 0.928148, 2.563032], [1.440343, -0.114682, 6.887208], [0.750916, 1.224820, 5.958161], [2.459360, 0.744694, 5.715131], [2.036257, -2.237871, 5.750236], [1.642714, -2.543233, 4.047802], [2.981035, -1.443303, 4.481234], [-1.120816, -0.208334, 4.962340], [-0.727035, -1.821004, 4.302198], [-0.502854, -1.487872, 6.033015]],
  "forces_ev_per_a": [[-1.364, -0.393, 2.926], [0.171, -1.072, 0.453], [1.087, -0.616, 0.650], [-0.341, 0.661, -1.154], [-0.056, -0.084, -1.462], [0.808, 0.639, 0.795], [-0.200, 0.521, -0.073], [-0.025, 0.124, 0.132], [-0.066, 0.052, -0.165], [0.239, 0.061, 0.003], [0.182, 0.101, 0.514], [0.022, -0.109, 0.081], [-0.339, 0.144, 0.094], [0.083, 0.146, 0.007], [0.168, -0.476, 0.371], [0.119, -0.129, -0.118], [-0.184, -0.091, 0.001], [0.044, 0.190, 0.191], [-0.581, -0.449, -0.308], [0.294, -0.178, -0.012], [-0.003, 0.220, -0.260], [-0.162, -0.154, 0.220], [-0.315, 0.405, -0.367], [0.071, -0.071, -0.249], [0.054, 0.115, 0.013], [-0.248, 0.002, -0.059], [-0.654, 1.799, -0.953], [1.648, 0.184, -0.648], [-0.029, 0.305, -0.192], [-0.616, 0.598, -0.098], [0.867, -1.201, -1.023], [-1.265, 0.065, -0.864], [0.390, -0.379, -0.332], [0.511, -0.457, -0.090], [-0.132, -0.065, 0.488], [-0.060, -0.117, 0.406], [0.248, -0.561, 0.012], [-0.104, -0.063, 0.347], [-0.454, -0.153, 0.025], [0.211, -0.424, 0.002], [-0.301, 0.247, -0.072], [-0.274, 0.505, -0.034], [-0.149, 0.502, 0.005], [-0.143, -0.076, 0.494], [0.353, -0.242, -0.024], [0.502, 0.115, 0.165], [-1.095, -0.329, 0.515], [-0.189, 0.161, 0.212], [-0.425, -0.001, -0.021], [0.018, 0.231, -0.223], [0.213, -0.222, 0.134], [0.458, -0.414, -0.119], [-0.098, -0.279, -0.180], [-0.090, -0.017, 0.247], [0.060, 0.156, -0.169], [0.185, 0.385, -0.394], [-0.069, 0.153, 0.469], [0.008, -0.465, 0.297], [0.019, -0.161, 0.090], [-0.215, 0.176, -0.055], [0.061, 0.107, -0.023], [-0.212, 0.140, 0.049], [0.107, -0.184, 0.273], [0.186, -0.003, -0.221], [0.088, 0.069, 0.086], [0.070, -0.170, 0.234], [0.049, 0.249, -0.140], [-0.152, -0.274, -0.150], [0.021, -0.024, 0.257], [-0.066, 0.199, 0.116], [0.190, -0.067, -0.266], [-0.077, -0.247, -0.186], [0.118, 0.468, -0.223], [-0.493, -0.404, 0.071], [0.320, -0.250, -0.200], [-0.409, -0.082, 0.020], [1.220, 1.221, -0.540], [0.094, -0.758, 0.727], [-0.084, -0.108, -0.393], [0.165, -0.010, 0.023], [-0.180, 0.047, 0.124], [-0.171, 0.252, -0.254], [0.089, 0.233, 0.133], [-0.094, -0.145, 0.021], [0.110, -0.265, -0.022], [0.097, 0.318, 0.170], [0.168, 0.174, -0.330]],
  "lumo_energy_ha": [-0.1114, -0.1114],
  "multiplicity": 1,
  "total_charge": 1
}



What are the M values for these records? In order: 798.7, 681.1 g/mol.